Record 1
18
Properties=species:S:1:pos:R:3:forces:R:3 method="wB97M-V/def2-TZVPD" smiles=CNC.CC energy_ha=-214.92439 e_homo_ev=-8.93 lumo_ev=1.14 total_charge=0
C 1.557 -0.059 -1.872 0.4 0.5 0.3
N 0.113 -0.113 -1.998 0.0 -0.2 0.0
C -0.461 -1.204 -1.218 0.4 -0.2 0.0
H 1.866 0.346 -0.902 -0.3 -0.2 0.1
H 2.037 -1.034 -1.975 0.2 -0.2 -0.2
H 1.991 0.650 -2.580 -0.2 -0.2 -0.2
H -0.097 -0.283 -2.971 -0.2 0.1 -0.1
H -0.175 -2.212 -1.565 0.1 0.1 -0.1
H -1.541 -1.157 -1.245 -0.3 0.1 0.1
H -0.109 -1.135 -0.189 -0.2 0.1 0.1
C 0.081 0.436 2.374 0.0 -0.4 -0.4
C -1.318 1.025 2.493 0.1 -0.2 0.2
H 0.747 0.800 3.148 0.1 0.0 0.1
H 0.528 0.677 1.410 0.0 0.2 -0.1
H 0.071 -0.659 2.391 -0.1 0.1 0.3
H -1.299 2.083 2.242 -0.2 0.0 0.0
H -2.022 0.505 1.842 0.0 0.2 -0.1
H -1.697 0.929 3.513 0.0 0.0 0.0

---

Record 2
8
Properties=species:S:1:pos:R:3:forces:R:3 method="wB97M-V/def2-TZVPD" smiles="O=C1S[C@@H]1N=C=S" energy_ha=-1041.18307 e_homo_ev=-9.52 lumo_ev=-0.17 total_charge=0
O -0.768 2.702 -1.147 -1.1 2.3 -3.1
C -0.234 2.055 -0.360 0.1 -1.1 0.5
S -0.228 1.779 1.272 -0.4 2.3 4.2
C 0.503 0.836 -0.106 1.0 -0.6 0.7
N 1.829 0.623 -0.038 6.1 -2.6 0.1
C 2.903 0.012 0.138 -2.6 2.8 -1.1
S 4.452 -0.425 0.188 -1.9 0.1 0.2
H -0.108 0.088 0.225 -1.2 -3.3 -1.3

---

Record 3
62
Properties=species:S:1:pos:R:3:forces:R:3 method="wB97M-V/def2-TZVPD" s2=0.760 energy_ha=-4865.76513 e_homo_ev="-7.35 / -7.36" multiplicity=2 lumo_ev="-0.08 / -2.46" total_charge=0
Tl 0.562 0.086 0.811 0.7 -0.7 -0.6
C -1.773 3.719 0.210 0.0 -0.1 -0.1
C -0.394 4.201 -0.241 0.1 -0.2 0.1
S 1.021 3.150 0.204 0.1 0.0 -0.1
C 1.609 3.799 1.786 -0.3 0.0 -0.1
C 0.675 3.677 2.988 0.1 -0.2 0.0
S 0.348 1.965 3.527 -0.1 0.0 0.0
C -1.464 1.993 3.376 0.1 0.0 0.1
C -2.135 0.649 3.646 0.1 0.0 -0.2
S -2.199 -0.472 2.221 0.0 0.0 0.1
C -3.592 0.185 1.262 0.2 0.0 0.0
C -3.524 1.629 0.763 0.1 0.0 -0.2
S -2.016 1.961 -0.196 0.0 0.0 0.0
H -2.539 4.295 -0.311 0.0 0.1 0.1
H -1.910 3.861 1.282 0.0 0.1 0.0
H -0.199 5.205 0.137 -0.1 0.1 -0.1
H -0.356 4.224 -1.330 0.0 0.1 0.0
H 1.879 4.846 1.641 0.1 0.0 0.1
H 2.524 3.227 1.957 0.0 0.1 0.0
H -0.288 4.147 2.790 0.0 0.1 0.0
H 1.132 4.192 3.834 0.0 0.1 0.0
H -1.663 2.299 2.356 -0.1 0.0 0.0
H -1.835 2.745 4.074 -0.1 0.0 0.0
H -3.162 0.813 3.977 0.0 0.0 0.1
H -1.613 0.088 4.423 -0.1 0.1 0.1
H -4.495 0.056 1.859 -0.1 0.0 -0.1
H -3.642 -0.500 0.414 -0.1 0.0 0.0
H -3.575 2.340 1.589 -0.1 0.0 0.0
H -4.381 1.803 0.112 -0.1 0.0 0.1
C -2.062 -3.974 -0.542 0.0 0.0 0.1
C -1.091 -2.965 -1.116 0.1 -0.1 0.1
O -0.149 -2.544 -0.099 -0.2 0.0 0.2
P 1.338 -3.146 -0.043 0.2 -0.2 -0.8
S 2.302 -2.986 -1.720 0.0 0.0 0.2
S 2.141 -2.250 1.592 -0.4 0.7 0.2
O 1.012 -4.673 0.313 0.0 -0.1 0.2
C 1.875 -5.575 1.030 0.1 0.1 0.0
C 3.336 -5.506 0.632 -0.1 0.0 -0.1
H -2.826 -4.207 -1.286 0.0 0.0 0.0
H -2.548 -3.570 0.350 0.0 0.0 0.0
H -1.546 -4.892 -0.265 0.0 0.0 0.0
H -1.592 -2.059 -1.442 0.0 0.1 0.0
H -0.541 -3.370 -1.964 0.0 0.0 -0.1
H 1.473 -6.561 0.810 -0.1 0.0 0.0
H 1.754 -5.380 2.097 0.0 0.0 0.0
H 3.453 -5.655 -0.441 0.0 0.0 0.0
H 3.884 -6.285 1.167 0.0 0.0 0.0
H 3.771 -4.538 0.885 0.0 0.0 0.0
Cl 2.606 1.596 -6.631 0.0 0.0 0.0
C 1.932 1.093 -5.102 -0.1 0.0 -0.1
C 0.591 0.693 -5.042 0.0 0.0 -0.1
C 0.049 0.311 -3.848 -0.1 0.0 0.1
Cl -1.616 -0.192 -3.787 0.0 0.0 0.0
C 0.785 0.298 -2.614 0.1 0.0 0.0
O 0.218 -0.077 -1.538 -0.2 0.1 0.3
C 2.150 0.701 -2.734 -0.2 0.0 0.0
C 3.041 0.761 -1.600 0.0 0.1 0.0
O 2.755 0.647 -0.416 0.1 0.0 0.2
C 2.694 1.081 -3.973 0.2 0.0 0.1
H -0.012 0.684 -5.941 0.0 0.0 0.0
H 4.093 0.973 -1.868 0.0 0.0 0.0
H 3.735 1.382 -4.024 0.0 0.0 0.0

---

Record 4
17
Properties=species:S:1:pos:R:3:forces:R:3 method="wB97M-V/def2-TZVPD" energy_ha=-673.13961 e_homo_ev=-4.11 lumo_ev=3.61 total_charge=-1
C -2.462 -0.038 2.656 0.2 -0.4 0.3
C 2.005 -0.745 0.310 1.8 0.9 -0.8
C -0.816 -0.992 -0.919 1.5 -0.8 -0.3
C 0.530 1.633 -1.424 1.2 0.4 -0.7
O -3.074 -0.441 1.774 -0.7 -0.2 -1.5
O -1.989 0.238 3.665 0.8 0.7 1.1
O -0.215 0.840 1.266 -1.2 1.1 2.6
Si 0.416 0.294 0.006 0.0 -1.6 -3.4
H 1.913 -1.143 1.322 0.1 -0.1 0.0
H 2.148 -1.560 -0.412 -0.4 -0.1 0.2
H 3.035 -0.217 0.228 -1.6 -0.4 0.4
H -1.671 -0.366 -1.281 0.5 -0.9 0.1
H -0.248 -1.571 -1.765 -1.1 1.3 1.0
H -1.121 -1.832 -0.233 -0.1 1.0 -0.5
H -0.500 1.816 -1.757 0.1 -0.1 0.0
H 0.895 2.620 -1.061 -0.2 -0.5 0.1
H 1.153 1.462 -2.376 -0.8 -0.2 1.3